Record 1
59
Properties=species:S:1:pos:R:3:mulliken_charge:R:1 method="wB97M-V/def2-TZVPD" multiplicity=1 e_homo_ha=-0.426 lumo_ev=-5.58 de_lowest_kcal_mol=7.7 total_charge=+1
Pd 0.821 0.328 -0.522 0.359
Cl 2.858 -0.344 1.063 -0.117
Cl 3.543 1.424 -1.177 -0.080
S 1.130 4.941 3.369 1.239
O 0.598 4.247 4.499 -0.707
O 0.250 2.146 -1.671 -0.621
O -1.486 0.204 -0.211 -0.358
O 0.625 1.990 0.465 -0.623
O 1.014 6.355 3.188 -0.684
O 1.013 -1.917 -2.636 -0.115
N 0.426 4.251 2.055 -0.265
C -0.876 -4.058 -0.478 -0.779
C 4.641 3.002 3.661 -0.692
C -1.029 -6.058 -1.988 -1.492
C -0.102 4.134 -0.326 -0.925
C -1.369 -4.637 -1.647 0.420
C -1.150 -2.745 -0.138 1.349
C 5.537 3.856 3.020 0.823
C 3.298 3.327 3.772 -0.624
C 3.716 5.389 2.587 -0.356
C -2.192 -3.878 -2.470 -0.994
C -0.615 -2.205 1.164 -1.609
C -2.527 -2.568 -2.160 0.827
C -3.437 -1.797 -3.081 -1.756
C -1.972 -1.990 -1.003 1.130
C 5.054 5.046 2.480 -0.674
C 2.842 4.521 3.228 0.099
C 0.946 -1.149 -1.826 0.269
C 7.002 3.527 2.950 -1.580
C 4.168 0.552 0.219 0.067
C 0.261 2.713 -0.559 1.331
C -2.263 -0.587 -0.735 -0.976
C 0.773 4.772 0.742 -0.393
H -0.274 -4.660 0.195 0.473
H -3.745 -2.424 -3.915 0.385
H -0.421 -3.027 1.851 0.515
H -1.279 -6.723 -1.160 0.367
H -1.562 -6.395 -2.873 0.374
H 5.006 2.085 4.107 0.417
H -4.341 -1.465 -2.569 0.397
H 7.188 2.480 3.183 0.354
H -3.255 -0.210 -1.018 0.425
H 1.833 4.614 0.502 0.292
H 0.592 5.845 0.749 0.492
H 2.611 2.681 4.302 0.497
H -1.304 -1.510 1.641 0.373
H -2.948 -0.913 -3.495 0.378
H 0.042 -6.161 -2.175 0.322
H 3.349 6.331 2.204 0.527
H 7.562 4.129 3.669 0.374
H -0.027 4.661 -1.276 0.403
H -1.151 4.161 -0.013 0.306
H -2.597 -4.324 -3.371 0.317
H 0.333 -1.674 1.032 0.080
H 0.396 3.242 2.132 0.297
H 5.740 5.727 1.990 0.423
H 4.578 1.261 0.930 -0.044
H 7.409 3.742 1.962 0.384
H 4.897 -0.177 -0.113 0.380

Record 2
100
Properties=species:S:1:pos:R:3:mulliken_charge:R:1 method="wB97M-V/def2-TZVPD" multiplicity=1 e_homo_ha=-0.341 lumo_ev=0.07 de_lowest_kcal_mol=72.3 smiles=c1ccccc1.c1ccccc1.BrCCBr.BrCCBr.BrCCBr.BrCCBr.BrCCBr.CCO.CCO.CCO.CCO total_charge=0
Br 7.094 5.402 0.524 -0.145
Br -1.180 -4.136 6.386 -0.126
Br -2.820 -1.024 6.709 -0.121
Br -0.294 7.608 3.921 -0.161
Br 9.785 2.295 2.776 -0.151
Br -4.251 5.721 5.471 -0.171
Br 3.325 0.235 9.087 -0.105
Br 2.712 3.554 9.204 -0.125
Br -1.896 -10.346 -0.736 -0.153
Br -4.079 -6.300 -0.356 -0.180
O -6.857 3.286 -2.103 -0.495
O -3.426 4.893 -5.935 -0.521
O 3.194 -11.361 3.957 -0.513
O -6.180 -1.975 -8.070 -0.534
C 4.103 3.759 -7.002 -0.544
C -3.068 -3.816 5.985 -0.549
C 3.503 1.287 10.751 -0.602
C -4.750 -0.797 -6.435 -0.876
C -2.097 5.057 -5.472 -0.282
C 1.696 -2.289 0.868 -0.374
C 1.012 -0.111 0.082 -0.244
C -2.306 -8.488 -0.317 -0.642
C 3.554 2.607 -6.482 -0.166
C 4.211 2.729 -9.157 -0.579
C -3.137 -2.412 5.324 -0.635
C -5.274 -0.879 -7.898 -0.226
C -2.174 6.177 -4.450 -0.882
C 2.406 -0.266 1.975 -0.338
C -3.608 -8.133 -0.997 -0.551
C 1.723 0.499 1.052 -0.415
C 2.466 2.407 10.767 -0.581
C 3.349 -10.007 3.413 -0.325
C -2.480 6.082 4.691 -0.616
C 8.134 4.449 1.824 -0.531
C 8.941 3.328 1.284 -0.659
C 3.612 1.527 -8.626 -0.146
C 4.469 3.758 -8.307 -0.027
C -6.840 2.979 -0.779 -0.134
C -2.180 7.541 4.602 -0.527
C 3.311 1.435 -7.276 -0.548
C 4.387 -10.135 2.252 -0.802
C -6.017 1.677 -0.722 -1.074
C 2.412 -1.653 1.880 -0.341
C 1.051 -1.488 -0.009 -0.379
H 2.413 3.026 11.663 0.382
H -6.307 -2.084 -9.015 0.299
H 4.521 1.671 10.820 0.349
H -3.431 -4.614 5.338 0.339
H -2.707 5.907 -3.539 0.279
H 1.563 -3.358 0.793 0.379
H -4.353 -8.821 -0.597 0.368
H 2.971 0.137 2.803 0.360
H -1.099 6.296 -4.321 0.295
H 0.287 -1.842 -0.686 0.293
H 5.079 4.590 -8.629 0.316
H -6.288 3.668 -0.140 0.214
H -2.464 7.171 -4.791 0.277
H 2.381 -9.579 3.155 0.272
H -5.755 1.333 0.279 0.345
H -3.824 -0.222 -6.448 0.296
H 3.363 2.586 -5.419 0.331
H 2.897 -2.211 2.668 0.350
H 5.409 -10.312 2.585 0.274
H 2.878 0.615 -6.722 0.355
H -5.133 1.821 -1.344 0.273
H -2.137 8.087 5.544 0.360
H 4.687 2.566 -10.113 0.302
H 3.687 -9.280 4.151 0.258
H -4.674 -1.813 -6.048 0.294
H 1.503 1.919 10.615 0.331
H -4.153 -2.247 4.967 0.344
H -3.908 4.359 -5.299 0.299
H 1.571 1.562 1.160 0.343
H 8.312 2.690 0.662 0.382
H 3.383 0.591 11.581 0.352
H 7.401 4.078 2.541 0.360
H -7.830 2.795 -0.364 0.285
H 2.353 -11.696 3.636 0.296
H -1.717 4.187 -4.937 0.233
H -2.758 8.119 3.881 0.360
H 3.972 -10.867 1.559 0.234
H 3.522 0.636 -9.230 0.346
H 4.332 -9.176 1.737 0.306
H -5.379 -0.105 -5.873 0.222
H -6.586 0.838 -1.123 0.286
H -2.361 -8.307 0.757 0.409
H 8.922 5.104 2.195 0.343
H -3.637 -3.896 6.911 0.362
H 4.345 4.543 -6.300 0.361
H -2.306 -2.280 4.630 0.385
H 0.409 0.506 -0.567 0.367
H 9.708 3.556 0.543 0.399
H -1.677 5.632 5.275 0.395
H -2.544 5.659 3.688 0.360
H -7.628 3.822 -2.303 0.302
H -1.442 -8.012 -0.779 0.345
H -1.507 5.315 -6.352 0.301
H -5.797 0.038 -8.167 0.245
H -4.486 -1.130 -8.609 0.281
H -3.515 -8.242 -2.078 0.403

Record 3
26
Properties=species:S:1:pos:R:3:mulliken_charge:R:1 method="wB97M-V/def2-TZVPD" multiplicity=1 e_homo_ha=-0.325 lumo_ev=0.94 de_lowest_kcal_mol=26.8 smiles=CCc1ccccc1.CC total_charge=0
C -0.806 2.496 -0.677 -0.464
C 2.225 0.361 0.349 -0.620
C 0.371 2.113 -0.037 -0.337
C -1.707 1.553 -1.144 -0.464
C -1.237 -2.197 1.256 -0.593
C 2.983 -0.409 -0.738 -1.191
C -1.783 -3.132 2.310 -1.071
C -1.197 0.272 -1.308 -0.407
C 0.865 0.825 -0.117 0.691
C 0.060 -0.081 -0.847 -0.564
H -0.993 3.563 -0.596 0.331
H -2.869 -3.135 2.376 0.326
H 2.756 1.247 0.705 0.399
H -1.513 -2.434 0.212 0.246
H 4.043 -0.262 -0.515 0.356
H 2.693 -1.426 -0.919 0.327
H 0.884 2.836 0.591 0.337
H 0.321 -1.131 -0.856 0.316
H -1.743 -0.574 -1.710 0.356
H -1.534 -4.187 2.149 0.295
H 2.797 0.081 -1.702 0.348
H -1.269 -3.018 3.262 0.300
H -0.153 -2.276 1.338 0.196
H 2.068 -0.349 1.173 0.226
H -1.521 -1.146 1.219 0.315
H -2.776 1.731 -1.117 0.343

Record 4
11
Properties=species:S:1:pos:R:3:mulliken_charge:R:1 method="wB97M-V/def2-TZVPD" multiplicity=1 e_homo_ha="-0.296 / -0.294" lumo_ev="-0.80 / -0.59" de_lowest_kcal_mol=163.8 total_charge=0
S -2.210 -0.049 -0.567 0.318
O -2.920 -0.774 -1.586 -0.509
N 0.632 0.441 0.980 0.017
C -0.299 -0.333 -1.036 -0.672
C 0.557 0.559 -0.311 -0.141
C 0.421 0.498 2.124 -0.317
H 1.284 -0.343 3.156 0.183
H -0.233 -0.150 -2.173 0.318
H -0.199 -1.441 -0.657 0.321
H -2.183 -0.952 0.737 0.128
H 1.267 1.246 -0.802 0.355

Record 5
136
Properties=species:S:1:pos:R:3:mulliken_charge:R:1 method="wB97M-V/def2-TZVPD" multiplicity=1 e_homo_ha=-0.310 lumo_ev=-0.16 de_lowest_kcal_mol=0.0 total_charge=0
Br 7.131 -3.461 -2.030 -0.178
Br 2.732 3.285 -4.601 -0.097
Br 1.622 0.500 -5.278 0.074
Cl 2.909 1.623 1.005 -0.191
Cl 3.137 -2.698 -4.517 -0.221
F 1.249 -3.794 0.929 -0.355
F 1.785 -1.932 3.664 -0.028
F 2.138 -3.160 -1.300 -0.339
F 0.501 -1.855 1.444 0.160
F 2.670 -3.887 3.344 -0.254
F 0.136 -2.377 -0.980 -0.208
F 3.702 -3.219 1.052 -0.326
F 3.926 -2.166 3.636 -0.281
F 3.390 -1.087 1.392 -0.216
O 6.623 1.844 8.098 -0.530
O 5.088 0.989 9.343 -0.521
O -3.248 3.095 -6.397 -0.474
O -8.593 1.348 -0.797 -0.537
O -0.907 -1.854 6.875 -0.507
O 3.187 1.190 7.162 -0.540
O -0.528 5.509 -6.718 -0.578
O 0.213 4.448 -4.998 -0.517
O -3.877 1.078 -0.008 -0.531
O 2.878 -3.775 10.102 -0.545
O 1.665 -0.111 -9.169 -0.518
O -3.889 -1.145 -0.277 -0.480
O 1.809 -5.377 9.131 -0.560
O 1.572 0.042 6.323 -0.554
O 0.698 0.058 -1.079 0.582
O -13.129 -3.430 1.116 -0.545
O -10.988 -3.183 1.165 -0.512
O -4.878 3.738 -7.649 -0.555
O -2.518 -1.554 5.476 -0.568
O -1.722 -1.817 -3.368 -0.700
O -0.472 0.067 -8.918 -0.544
O -9.168 -0.081 0.710 -0.581
N 0.627 0.512 -9.191 0.942
N -3.855 3.121 -7.452 0.871
N 2.004 -1.753 -3.672 0.637
N -0.645 5.073 -5.589 0.984
N -1.488 -2.083 5.830 0.981
N -12.113 -2.785 0.946 0.874
N 1.954 -4.214 9.448 0.992
N 5.745 1.922 8.930 0.901
N 2.518 0.183 7.075 0.971
N -8.342 0.490 0.024 0.928
C 0.456 1.263 -0.324 1.318
C 0.691 1.951 -9.577 -0.717
C -0.480 -1.352 -3.596 2.795
C -6.920 0.092 0.216 -0.713
C 0.910 -3.260 8.984 -0.690
C -12.277 -1.400 0.423 -0.446
C 3.884 2.408 -2.227 -1.402
C 2.871 -0.974 7.943 -0.663
C 2.492 -0.726 -2.744 1.926
C 1.042 1.347 3.607 -1.689
C 2.788 -2.596 3.091 0.329
C -1.774 -0.081 0.055 1.197
C -1.942 5.269 -4.896 -0.851
C 3.352 1.752 -3.503 0.141
C 2.863 -2.307 1.562 0.766
C -3.267 0.062 -0.078 0.125
C 1.508 -2.466 0.816 0.163
C 4.026 -0.777 -2.573 -2.971
C 1.449 -2.168 -0.722 0.614
C -3.298 2.336 -8.591 -0.647
C 5.449 3.275 9.474 -0.730
C 0.683 -2.348 -3.775 -0.889
C 1.856 -0.739 -1.250 -0.486
C -1.491 -1.176 -4.830 -1.716
C 1.112 1.493 1.062 -0.234
C 0.732 0.649 2.263 1.676
C 4.653 -1.983 -1.851 -0.601
C 6.177 -1.802 -1.822 -0.873
C -0.898 -3.087 4.901 -0.238
C -1.091 1.274 -0.099 -2.262
C 0.703 2.549 -1.128 -2.426
C 2.188 0.738 -3.396 -1.470
H -2.603 5.801 -5.570 0.310
H -0.333 0.427 2.252 0.112
H -1.491 -0.753 -0.748 -0.502
H -2.329 4.285 -4.664 0.347
H 5.163 3.900 8.634 0.277
H -0.700 -2.577 3.964 -0.222
H -6.303 0.679 -0.451 0.295
H 1.998 -1.191 8.550 0.074
H 6.515 -1.097 -2.581 0.435
H -2.535 -1.092 -5.120 0.490
H 0.124 1.574 4.148 0.346
H 0.886 -3.299 7.902 0.138
H 1.293 1.179 -2.994 -0.139
H 0.489 -3.204 -3.128 0.197
H 4.332 -1.951 -0.810 -0.067
H 4.942 2.644 -2.352 0.298
H 0.799 2.510 1.308 1.100
H -1.315 1.899 0.769 0.301
H -1.560 1.784 -0.943 0.738
H 2.652 -0.417 -0.576 0.247
H 3.094 -1.809 7.285 0.240
H 4.166 1.374 -4.113 0.652
H 0.013 -3.474 5.341 0.148
H -6.855 -0.970 0.001 0.299
H -1.635 -3.872 4.761 0.386
H -6.664 0.283 1.253 0.278
H -1.417 -0.065 -4.662 0.241
H 4.381 -2.937 -2.283 0.828
H -12.783 -1.480 -0.534 0.269
H -3.105 3.039 -9.396 0.297
H 6.361 3.645 9.932 0.283
H 1.171 -2.270 9.337 0.457
H -4.282 -1.168 -1.161 0.358
H 1.659 0.726 4.252 0.290
H 1.725 2.200 -9.782 0.306
H -4.058 1.619 -8.886 0.294
H -1.767 5.842 -3.990 0.275
H 0.067 2.077 -10.456 0.295
H -2.391 1.841 -8.261 0.204
H 4.647 3.183 10.195 0.310
H 0.328 2.471 -2.147 1.089
H 4.289 0.067 -1.941 0.116
H 4.500 -0.691 -3.550 1.370
H -1.618 -0.541 1.032 -0.018
H 6.497 -1.394 -0.864 0.444
H -0.265 -0.414 -3.084 -0.740
H 3.378 3.348 -2.019 0.514
H 1.280 -0.288 2.275 -1.357
H -0.039 -3.589 9.395 0.379
H 0.566 -2.712 -4.792 0.728
H 3.783 1.780 -1.346 0.086
H 0.112 3.336 -0.653 0.484
H 0.304 2.529 -8.742 0.238
H -11.299 -0.945 0.324 0.123
H 1.736 2.888 -1.096 -0.030
H 3.728 -0.696 8.544 0.294
H -12.894 -0.859 1.134 0.267
H 1.569 2.293 3.460 0.384

Record 6
81
Properties=species:S:1:pos:R:3:mulliken_charge:R:1 method="wB97M-V/def2-TZVPD" multiplicity=1 e_homo_ha=-0.474 lumo_ev=-2.50 total_charge=+1
S -1.247 3.350 4.157 -0.168
F -0.957 -0.473 -0.862 -0.296
O 2.772 -1.539 1.104 -0.602
O -3.240 -0.685 1.186 -0.563
O -3.745 4.727 2.515 -0.639
O -7.251 4.855 5.161 -0.601
O -4.062 1.556 2.767 -0.696
O 3.025 -0.049 -1.701 -0.302
O 6.086 -3.789 0.607 -0.615
O 1.259 -3.176 -4.885 -0.572
O 4.428 -2.634 -1.627 -0.607
O 1.616 -0.265 -4.448 -0.604
O 6.085 0.725 -1.035 -0.617
O 2.256 -6.208 -3.669 -0.625
O -4.582 3.332 -1.146 -0.569
O -6.251 3.385 2.930 -0.639
O 4.225 2.130 -3.452 -0.624
O 1.272 -4.047 0.902 -0.584
O 3.969 -2.301 3.617 -0.620
O 0.242 -5.784 -5.796 -0.632
O 0.838 -4.235 -2.011 -0.658
O -4.080 5.922 0.065 -0.683
O -1.011 -2.591 2.010 -0.642
N 0.165 2.559 3.637 -0.173
N 1.412 1.374 2.006 -0.584
N -0.155 1.209 0.460 0.100
N -0.692 1.868 1.538 0.167
C -2.214 1.579 -0.838 -1.564
C 1.097 0.931 0.798 -0.848
C -0.869 0.904 -0.793 0.469
C 0.290 1.957 2.447 0.622
H 0.972 2.559 4.242 0.259
H 1.070 -4.024 -0.046 0.377
H 5.132 0.607 -0.997 0.270
H 5.392 -4.105 0.017 0.305
H 0.537 -3.099 -5.518 0.322
H -2.295 -0.842 1.277 0.275
H 2.637 -0.724 -2.269 0.139
H 4.769 -2.034 4.082 0.303
H -0.258 -3.194 2.012 0.308
H 6.432 -4.579 1.034 0.296
H 1.133 -4.857 -2.694 0.319
H -4.766 1.866 3.352 0.330
H -7.146 5.793 4.976 0.303
H -4.407 4.171 -0.697 0.352
H -2.579 1.700 -1.854 0.512
H 2.001 -4.669 0.980 0.254
H 1.363 -2.284 -4.524 0.264
H -3.849 5.755 0.991 0.366
H -0.412 -5.502 -5.149 0.328
H 0.913 -0.135 -5.093 0.289
H -6.952 3.391 3.596 0.285
H 1.831 -6.872 -4.227 0.342
H -4.573 4.226 2.415 0.353
H -1.654 2.178 1.567 0.228
H -5.401 3.467 -1.631 0.285
H 0.964 -3.377 -2.425 0.279
H -6.505 2.724 2.275 0.314
H -7.310 4.795 6.119 0.308
H -2.135 2.582 -0.413 0.375
H -1.416 4.136 3.084 0.179
H 5.015 1.582 -3.382 0.329
H 1.055 -5.342 -5.521 0.314
H 1.807 0.399 0.181 1.099
H 5.229 -2.319 -1.185 0.346
H -0.213 1.236 -1.601 0.294
H 6.369 0.892 -0.132 0.317
H 1.977 -2.089 1.022 0.320
H 4.684 -2.699 -2.555 0.282
H -3.454 0.027 1.808 0.371
H 3.750 1.952 -2.635 0.259
H 4.229 -2.342 2.687 0.335
H -3.825 5.081 3.408 0.313
H -2.940 1.018 -0.245 0.390
H 2.693 -1.136 1.979 0.342
H 1.728 0.596 -4.028 0.277
H 2.809 -6.709 -3.061 0.267
H 3.534 -0.570 -1.063 0.147
H -3.251 1.911 3.147 0.215
H -4.067 6.876 -0.048 0.305
H -1.302 -2.605 1.092 0.322

Record 7
12
Properties=species:S:1:pos:R:3:mulliken_charge:R:1 method="wB97M-V/def2-TZVPD" multiplicity=1 e_homo_ha="-0.283 / -0.272" lumo_ev="-0.18 / -0.18" de_lowest_kcal_mol=93.5 total_charge=0
S -1.544 1.756 0.176 -0.171
S -2.009 -1.257 -0.249 -0.057
C 1.243 1.206 -0.579 -1.033
C -1.188 0.172 -0.358 -0.043
C 0.075 0.775 0.291 0.077
C -0.909 -2.224 0.482 -0.551
H 1.095 2.284 -0.951 0.271
H -0.665 -3.249 0.054 0.262
H 1.376 0.546 -1.445 0.265
H 2.223 1.515 -0.095 0.331
H 0.459 0.447 1.320 0.423
H -0.156 -1.970 1.354 0.227